# 1
This record from OMol25 describes C27H29AlF12O29PS as an isolated structure. The level of theory is ωB97M-V/def2-TZVPD.

HOMO-LUMO gap ... 6.653 eV
Charge ... -1
E_tot ... -5408.6967 a.u.

Structure (XYZ):
```
100
Properties=species:S:1:pos:R:3:forces:R:3:lowdin_charge:R:1
C 3.70034 -0.13716 2.10693 -0.51 3.46 1.78 -0.0564
C 3.48046 1.27229 2.58262 1.07 -2.40 -1.47 -0.1884
Al 2.64480 2.74389 1.35110 2.30 -1.85 -0.05 0.3733
C 2.30886 1.97860 -0.55981 -0.94 -0.27 -0.60 -0.2716
F 1.92986 3.02593 -1.54721 1.09 -3.14 1.73 -0.0686
F 3.51912 1.24398 -1.05957 -3.69 1.79 0.64 -0.0669
F 1.13108 1.05764 -0.46038 3.32 1.98 -1.17 -0.0682
P 4.26080 4.47493 1.33616 -0.96 3.16 1.46 0.6358
O 3.63041 5.64737 2.21394 2.70 -3.49 -2.89 -0.4468
O 4.41465 4.99074 -0.34660 0.73 -2.40 1.85 -0.2925
O 5.80902 3.92022 1.97301 -1.99 -0.44 -1.74 -0.2880
S 0.62954 3.53395 2.21450 -3.06 -1.03 4.48 0.7783
O 0.84725 3.92372 3.72171 -0.88 -1.04 -5.53 -0.4349
O -0.40387 2.39542 2.01533 2.96 4.10 0.26 -0.4283
F 0.08105 4.96079 1.42419 0.54 -2.12 1.12 -0.3076
H 3.43165 -0.99031 2.86344 1.69 1.62 -1.54 0.0462
H 4.15834 -0.34522 1.02455 -2.07 0.37 2.25 0.0743
H 3.78732 1.66624 3.65988 -1.56 -1.74 -1.80 0.0461
H 4.57376 4.11662 -0.83444 -0.24 1.72 0.75 0.0451
H 5.96640 2.94976 1.72861 -0.58 1.86 0.38 0.0701
C 5.46799 2.33552 -5.57657 0.46 0.55 -1.06 -0.0775
C 4.18271 1.93713 -4.93546 -0.58 -0.36 -0.03 -0.3264
O 4.59236 1.25577 -3.77149 0.62 0.72 -0.08 0.1314
C 5.78688 1.81761 -3.43367 1.60 -0.41 2.98 -0.5033
O 6.31930 1.69009 -2.34365 -1.20 0.33 -2.74 0.1437
O 6.31271 2.54868 -4.46349 -0.30 -0.37 0.83 0.0730
F 3.50137 1.07090 -5.71845 -0.37 -0.19 -0.17 0.0746
H 5.89009 1.54523 -6.20639 -0.28 -0.06 0.08 0.1486
H 5.37002 3.24570 -6.17437 0.13 -0.07 0.22 0.1448
H 3.53786 2.77896 -4.66159 -0.10 -0.20 -0.06 0.1810
C 1.96102 -5.14869 3.15533 -0.68 -1.28 0.09 -0.0878
C 1.65976 -3.69299 3.04632 -0.55 0.53 0.52 -0.3226
O 2.89387 -3.07823 3.33943 0.34 -0.88 -0.62 0.1049
C 3.83988 -3.97229 2.93646 3.17 0.60 -0.25 -0.4987
O 5.01658 -3.69621 2.77210 -2.79 -0.76 0.41 0.1410
O 3.30768 -5.21570 2.73112 0.61 0.87 -0.07 0.0732
F 0.76224 -3.31473 3.98389 -0.39 0.29 -0.24 0.0781
H 1.88510 -5.52127 4.18237 -0.08 0.34 -0.19 0.1208
H 1.31710 -5.75589 2.51341 0.26 0.08 -0.08 0.1419
H 1.31809 -3.37839 2.05445 -0.09 0.13 0.17 0.1791
C 2.40314 3.10451 6.45178 -0.11 1.34 -0.30 -0.0699
C 1.80183 2.20248 7.47475 -0.57 -0.02 0.05 -0.3347
O 2.04127 0.91289 6.95851 0.67 0.27 0.06 0.1329
C 3.18446 1.03069 6.22644 2.09 -2.21 -1.51 -0.5107
O 3.85825 0.08513 5.85257 -1.65 2.26 0.98 0.1404
O 3.48878 2.33923 5.96839 0.03 -1.28 0.36 0.0597
F 0.46507 2.38766 7.55496 -0.32 -0.02 0.34 0.0761
H 1.71822 3.32471 5.62608 -0.09 -0.12 0.19 0.1128
H 2.74939 4.04834 6.88154 0.15 -0.21 -0.13 0.1484
H 2.25090 2.28995 8.46984 -0.23 -0.05 0.04 0.1705
C -3.68233 1.30838 1.14029 1.37 0.47 -0.56 -0.0644
C -4.65405 1.99395 2.03888 -0.01 0.66 -0.07 -0.3248
O -5.77305 1.13685 2.02933 0.37 -0.74 0.17 0.1305
C -5.26394 -0.10848 1.81335 -0.88 -2.68 0.05 -0.5080
O -5.87955 -1.14306 2.00966 1.24 2.27 -0.47 0.1269
O -3.97536 -0.05735 1.35681 -1.40 -0.41 0.61 0.0837
F -5.02727 3.18729 1.52478 -0.18 0.36 0.09 0.0772
H -3.83906 1.55008 0.08369 -0.13 0.12 0.22 0.1262
H -2.64461 1.53285 1.40130 -0.11 -0.19 0.00 0.1261
H -4.29947 2.12509 3.06678 -0.12 0.17 -0.11 0.1789
C 0.29943 -2.71278 8.54986 -0.10 1.19 0.38 -0.0739
C 0.20710 -4.13159 8.99726 -0.55 -0.38 0.25 -0.3345
O 0.43482 -4.86527 7.81542 0.62 0.48 -0.03 0.1444
C 1.23795 -4.07044 7.05390 1.77 -0.38 -2.71 -0.4732
O 1.87072 -4.46238 6.08754 -1.47 0.81 2.68 0.1403
O 1.25430 -2.78076 7.50988 0.17 -1.18 -0.44 0.0893
F -1.03709 -4.41686 9.44254 -0.18 -0.21 0.28 0.0764
H -0.64641 -2.33233 8.14980 -0.01 -0.25 0.12 0.1527
H 0.63611 -2.04599 9.34825 0.11 -0.06 -0.26 0.1457
H 0.94759 -4.41280 9.75364 -0.20 -0.08 0.02 0.1760
C 1.38755 -2.27028 -8.06748 -1.26 -0.24 0.03 -0.0782
C 2.63214 -2.58575 -7.31040 0.36 -0.66 0.34 -0.3309
O 3.64264 -1.94568 -8.05611 -0.58 0.72 -0.05 0.1403
C 3.02958 -0.87865 -8.64113 1.35 2.60 -1.46 -0.5065
O 3.62322 0.06402 -9.13796 -1.44 -2.30 1.11 0.1385
O 1.66680 -0.98962 -8.59652 1.05 0.27 -0.04 0.0741
F 2.87613 -3.91545 -7.31611 0.11 -0.26 0.17 0.0783
H 1.20279 -2.97007 -8.88940 0.22 -0.08 0.17 0.1470
H 0.50432 -2.24439 -7.42357 0.14 0.19 -0.14 0.1470
H 2.63934 -2.20960 -6.28181 0.08 -0.18 -0.06 0.1806
C -6.80651 1.54044 -2.48433 -0.96 0.28 0.82 -0.0650
C -6.54615 0.92715 -3.81767 -0.14 -0.16 -0.50 -0.3339
O -5.16926 1.15095 -4.02013 0.01 -0.25 0.80 0.1501
C -4.62714 1.17917 -2.77034 3.35 -0.16 0.85 -0.4905
O -3.43371 1.07753 -2.53954 -3.01 0.33 -0.51 0.1567
O -5.58526 1.32761 -1.80522 0.76 -0.22 -0.62 0.0658
F -7.22996 1.57419 -4.78793 -0.34 0.12 -0.50 0.0721
H -7.00584 2.61564 -2.54423 0.02 -0.11 -0.23 0.1495
H -7.63596 1.05859 -1.95971 0.28 0.01 0.06 0.1486
H -6.75569 -0.14674 -3.86640 0.06 0.30 -0.06 0.1366
C -7.76410 -1.61300 -7.36402 0.42 0.60 -1.10 -0.0698
C -9.04938 -2.01139 -6.72290 -0.64 -0.46 -0.28 -0.3303
O -8.63973 -2.69275 -5.55894 0.61 0.72 0.15 0.1487
C -7.44521 -2.13091 -5.22112 1.61 -0.46 2.45 -0.4975
O -6.91279 -2.25843 -4.13110 -1.25 0.26 -2.56 0.1438
O -6.91938 -1.39984 -6.25093 -0.33 -0.48 1.05 0.0744
F -9.73072 -2.87762 -7.50590 -0.30 -0.04 -0.07 0.0808
H -7.34200 -2.40329 -7.99384 -0.26 -0.05 0.11 0.1508
H -7.86207 -0.70282 -7.96182 0.15 -0.06 0.24 0.1482
H -9.69423 -1.16956 -6.44904 -0.08 -0.18 -0.08 0.1788
```
Positions in Å, forces in eV/Å.

=====

# 2
This record from OMol25 describes a 19-piece molecular cluster, C38H114N6O19 overall. The level of theory is ωB97M-V/def2-TZVPD.

HOMO-LUMO gap ... 9.846 eV
Charge ... 0
E_tot ... -3274.2512 a.u.

Structure (XYZ):
```
177
Properties=species:S:1:pos:R:3:forces:R:3:lowdin_charge:R:1
C 10.90925 15.03394 6.26215 0.15 -0.01 -0.36 -0.0414
C 9.64005 14.87269 7.03474 -0.62 -0.28 0.51 -0.5023
C 8.81152 13.68644 6.59039 1.25 -0.31 -0.38 -0.0391
O 9.86074 14.80407 8.43197 0.81 -1.45 0.73 -0.0556
H 11.50546 15.84065 6.69437 -0.02 0.06 -0.33 0.0889
H 10.61887 15.21633 5.21934 0.40 0.23 0.12 0.0914
H 11.50433 14.11384 6.26957 -0.12 0.08 0.12 0.0700
H 9.00573 15.72865 6.97465 -0.37 0.92 -0.95 0.1065
H 8.14945 13.41537 7.37452 -1.18 0.03 0.31 0.0714
H 9.40981 12.79923 6.42820 0.60 -0.26 0.15 0.0754
H 8.39928 13.86138 5.61031 -0.77 0.24 -0.12 0.0803
H 9.60914 15.62759 8.83252 0.16 0.76 0.31 0.0528
C 14.57396 18.27230 13.91836 -0.50 -1.11 -0.53 0.0175
C 13.65139 17.20198 13.23185 0.75 2.79 -0.17 -0.4778
C 13.47386 17.35766 11.73710 1.78 0.68 -0.44 -0.0153
O 14.19019 16.00481 13.60930 0.99 -2.84 0.64 -0.0627
H 15.53110 18.47439 13.41544 -0.38 -0.39 -0.05 0.0820
H 14.77247 17.92333 14.93292 0.16 -0.02 0.01 0.0627
H 14.03930 19.18163 14.01171 -0.33 0.94 -0.10 0.0388
H 12.66003 17.25554 13.63604 -0.73 0.46 0.55 0.0946
H 13.28046 18.41936 11.44464 -0.20 -0.88 0.33 0.0989
H 12.71485 16.68006 11.41176 -0.77 -0.25 -0.49 0.0589
H 14.42316 17.08304 11.21798 -0.51 0.18 0.33 0.0861
H 14.20560 15.31764 12.92999 -0.38 0.05 -0.10 0.0856
C 20.68579 18.03455 17.14915 1.52 -0.72 -0.79 -0.0594
C 20.24497 16.60905 17.28922 -0.98 -0.89 0.58 -0.4668
C 21.18071 15.75200 18.16215 -0.36 0.99 0.66 -0.0447
O 18.88766 16.56429 17.78905 -0.27 1.36 0.63 -0.1056
H 19.94301 18.60443 16.59593 -0.09 0.34 0.43 0.0814
H 21.59246 18.00172 16.50644 -0.31 0.31 0.40 0.0955
H 21.00036 18.37741 18.13369 -0.36 0.65 -0.10 0.0833
H 20.20743 16.14632 16.29513 -0.08 -0.03 0.14 0.1111
H 22.08553 15.59767 17.64098 1.08 -0.45 -0.87 0.0577
H 20.77914 14.80677 18.48046 -0.47 -0.45 -0.33 0.0711
H 21.52232 16.21546 19.09617 -0.47 0.45 -0.08 0.0819
H 18.67810 17.43025 18.28753 0.77 -1.46 -0.46 0.0698
C 11.66240 15.14917 16.87354 -0.97 3.21 2.34 -0.5779
O 11.11946 15.48028 17.99015 1.19 -1.83 -2.51 -0.0544
N 12.28328 13.99807 16.60148 -0.11 -0.09 -0.14 0.1947
N 11.76705 16.08649 15.88360 -2.73 -0.17 3.65 0.2183
H 12.24915 13.24023 17.24138 -0.04 -0.43 0.25 0.1123
H 12.62157 13.89876 15.66450 0.21 -0.51 -0.07 0.0941
H 12.32629 15.91688 15.16112 2.75 -0.59 -3.65 0.0060
H 11.46914 17.01906 16.10036 -0.29 0.41 0.12 0.0733
C 9.53807 18.63016 17.83050 -0.05 1.32 -0.95 -0.6071
O 10.27569 18.63942 16.82301 -0.54 -0.11 0.68 -0.0285
N 8.66900 19.73076 18.01799 0.56 -2.07 0.71 0.1427
N 9.53405 17.62790 18.73056 1.66 -0.23 -1.66 0.1706
H 8.78223 20.42089 17.32909 0.10 0.92 -0.64 0.0692
H 8.21919 19.97724 18.88915 0.29 -0.24 -0.23 0.0935
H 8.73850 17.55205 19.28060 -1.37 -0.38 1.18 0.0730
H 10.05630 16.76696 18.39815 -0.50 0.83 0.62 0.0763
C 16.67312 23.23739 18.27866 -1.22 -1.74 1.47 -0.6893
O 17.19369 24.28530 18.54935 0.62 1.41 0.05 0.0279
N 16.04932 22.49820 19.32282 0.00 -1.07 -2.17 0.1308
N 16.66464 22.72726 17.01418 0.24 -0.03 -0.48 0.1528
H 15.91014 22.99892 20.17155 -0.10 0.29 0.27 0.0803
H 15.38097 21.75469 19.06334 0.61 0.84 0.26 0.0872
H 16.48554 21.74428 16.71606 -0.10 1.41 0.53 0.0814
H 17.08979 23.44020 16.41214 -0.21 -1.10 -0.03 0.1115
C 14.34099 17.27272 18.97436 2.10 -2.32 0.77 -0.0449
C 15.25729 16.76789 17.80786 -0.66 0.27 0.25 -0.2335
O 16.27225 17.74650 17.32148 -1.64 -1.56 0.93 -0.1144
H 13.51881 16.53345 19.15057 0.55 0.69 -0.36 0.0859
H 13.97007 18.23586 18.82649 -0.72 1.42 -0.22 0.0128
H 14.98184 17.24862 19.91378 -0.82 0.28 -0.95 0.0942
H 14.62795 16.30881 17.01854 0.32 1.00 -0.25 0.0890
H 15.74572 15.88951 18.18604 0.76 -0.21 0.25 0.0868
H 17.09486 17.22725 17.27783 0.05 0.13 -0.38 0.0520
C 20.27711 16.69125 12.67441 -1.28 1.61 0.41 -0.0805
C 19.10352 16.36012 13.67015 0.82 -1.03 -2.56 -0.2553
O 17.83219 16.29947 12.90660 2.63 0.64 0.62 -0.0950
H 20.12308 17.73590 12.18976 0.38 -1.58 1.03 0.0898
H 20.26360 15.99591 11.85702 0.14 -0.53 -0.32 0.0512
H 21.23532 16.63629 13.22200 -0.38 0.19 -0.40 0.0703
H 19.13805 17.09177 14.44463 -0.65 0.63 0.68 0.0774
H 19.34329 15.36032 14.10696 -0.45 0.63 -0.19 0.1146
H 17.29181 15.79822 13.50292 -1.17 -0.35 0.66 0.0158
C 14.68742 12.64015 8.75542 2.91 -0.68 0.87 -0.1169
C 13.41932 13.16184 8.20604 -0.60 0.79 -0.43 -0.3069
O 12.70754 13.87154 9.28218 0.17 -1.01 -0.67 -0.1086
H 15.43745 12.11357 8.05126 -1.76 0.64 0.55 0.1064
H 14.50478 11.93404 9.60005 0.13 0.53 -0.52 0.0744
H 15.33139 13.47650 9.11352 -0.59 -0.39 0.18 0.0789
H 12.89656 12.29145 7.76240 -0.48 0.72 0.33 0.1204
H 13.64016 13.91550 7.42638 -0.27 -0.47 0.09 0.1079
H 11.76384 13.99732 9.05874 0.39 0.04 -0.26 0.0541
C 10.92973 13.94254 12.25453 0.74 1.27 0.34 -0.0560
C 12.02321 12.96269 12.54278 -0.02 -1.70 -0.66 -0.3159
O 13.30005 13.45617 12.20923 1.00 -0.09 2.10 -0.0913
H 11.03089 14.24258 11.19588 -0.37 0.09 0.54 0.0715
H 10.99478 14.82767 12.94012 0.18 -0.46 -0.75 0.0799
H 9.96945 13.53325 12.45307 -0.90 -0.56 -0.12 0.0687
H 11.89929 11.99313 12.00928 -0.30 0.64 -0.15 0.1212
H 12.07290 12.59948 13.55926 -0.01 0.43 0.67 0.1018
H 13.28169 13.84028 11.35843 -0.25 0.44 -2.09 0.0324
C 19.08185 20.67367 20.72937 1.59 0.65 -1.10 -0.0689
C 18.66612 20.11453 19.39509 0.45 -0.74 -0.99 -0.2903
O 18.16431 18.76210 19.38752 -0.49 -0.23 0.61 -0.1044
H 19.56781 21.69486 20.56568 -1.21 -1.06 0.28 0.1110
H 19.88060 20.10802 21.18603 0.03 -0.51 0.28 0.0639
H 18.19882 20.66347 21.32062 -0.47 0.49 0.96 0.0612
H 19.43308 20.08774 18.61717 0.31 0.39 0.37 0.1000
H 17.88380 20.71972 19.03177 -0.86 0.95 -0.56 0.0650
H 17.19538 18.76273 19.26795 0.64 0.08 0.02 0.0846
C 10.21320 22.69992 11.86397 0.15 -0.57 0.43 -0.0702
C 9.95415 21.55104 10.91839 -0.82 -1.07 1.03 -0.3542
O 10.92848 21.21418 9.97929 1.58 0.21 -0.59 -0.0814
H 10.89561 22.40114 12.70153 -0.48 0.45 -0.79 0.0897
H 9.27688 23.11441 12.27041 0.30 -0.37 -0.04 0.0825
H 10.62567 23.43249 11.21933 0.80 1.25 -0.12 0.0590
H 9.11033 21.75067 10.28481 -0.75 0.20 -0.01 0.1096
H 9.76383 20.66257 11.51792 -0.44 -0.24 0.10 0.0876
H 11.79304 21.05984 10.38533 -0.28 0.10 0.09 0.0967
C 17.77075 20.75859 14.09590 -0.73 0.19 1.03 -0.1057
C 17.92491 20.33411 12.68312 0.40 1.01 -1.72 -0.3295
O 16.69166 20.45268 11.92821 0.62 -0.91 0.49 -0.1063
H 18.74366 21.08778 14.48810 -0.26 -0.08 0.04 0.0741
H 17.41668 19.88122 14.71512 -0.05 1.26 -0.39 0.0831
H 17.07226 21.64386 14.07518 0.52 -1.01 0.53 0.0934
H 18.32774 19.33854 12.63397 0.01 -0.68 -0.19 0.0810
H 18.68666 20.99430 12.19174 -0.60 -0.39 0.19 0.1203
H 16.50029 19.55311 11.59184 0.11 0.48 0.06 0.0325
C 15.95343 13.49258 16.66972 1.42 -1.03 -0.19 -0.0797
C 16.30671 13.94612 15.23463 0.34 -1.06 1.48 -0.2772
O 16.39379 15.34429 15.14940 0.83 -0.12 -0.01 -0.0913
H 16.66312 13.88090 17.37849 0.66 0.44 0.14 0.0613
H 16.06280 12.39927 16.80365 -0.26 0.31 -0.40 0.0816
H 15.02387 13.78434 17.07859 -1.38 0.39 -0.15 0.0270
H 15.54856 13.54148 14.56856 0.03 -0.02 -0.49 0.0990
H 17.30878 13.49243 15.01124 -0.86 0.49 -0.13 0.1281
H 15.54075 15.67377 14.87048 -0.64 0.44 -0.40 0.0369
C 8.05326 18.30390 8.34131 0.85 0.26 0.37 -0.0784
C 9.49757 18.80191 8.30056 1.54 -1.96 0.95 -0.2129
O 10.37147 17.86545 9.14874 -1.78 0.15 -1.36 -0.1237
H 7.96298 17.22080 8.09388 0.01 0.85 0.26 0.0654
H 7.51519 18.90915 7.60726 -0.28 -0.21 0.11 0.0766
H 7.69755 18.53481 9.35950 -0.29 -0.41 -0.47 0.0756
H 9.59379 19.82447 8.66471 0.09 -0.16 -0.15 0.0815
H 9.96285 18.65887 7.31758 -0.34 0.45 0.07 0.1060
H 10.90041 18.27295 9.82595 0.04 0.87 0.21 0.0377
C 14.74409 8.51991 12.96542 1.51 -0.95 0.23 -0.0959
C 15.13317 9.95709 12.82760 1.22 0.45 0.83 -0.3539
O 14.16715 10.66726 12.11408 -0.42 0.48 -0.12 -0.0845
H 14.52474 8.02969 12.03625 -0.22 0.14 -0.80 0.0667
H 13.89614 8.37982 13.59486 -0.61 -0.05 0.64 0.0618
H 15.61317 7.92685 13.34734 -0.69 0.53 0.10 0.0909
H 16.12322 10.05037 12.32792 -0.38 -0.16 0.17 0.1157
H 15.26342 10.43298 13.84341 -0.06 -0.58 -0.69 0.1210
H 14.28836 11.59282 12.36225 -0.35 0.20 -0.45 0.0481
C 7.94417 18.39963 13.04871 0.86 0.55 1.45 -0.0790
C 9.30799 17.68742 13.10594 -1.87 -0.05 1.01 -0.3263
O 10.31676 18.60352 13.47043 0.54 -0.91 -2.40 -0.0604
H 7.79214 18.68635 14.12137 -0.35 0.10 -0.86 0.0810
H 7.11804 17.74646 12.76407 0.11 0.17 -0.28 0.0725
H 8.05934 19.32530 12.46096 -0.46 -0.46 0.02 0.0614
H 9.50533 17.26017 12.15968 0.77 -0.33 -1.08 0.0813
H 9.14000 16.84774 13.81987 0.75 0.39 -0.19 0.1161
H 10.22380 18.81896 14.36380 -0.26 0.53 2.48 0.0214
C 16.45208 19.39517 8.91141 -0.71 -0.27 0.07 -0.0766
C 16.82618 17.94409 9.22668 -2.26 0.39 0.40 -0.3015
O 16.77109 17.74412 10.61536 -0.08 0.56 0.85 -0.1031
H 16.22020 19.42872 7.83625 0.45 0.51 0.23 0.0764
H 17.20637 20.11541 9.28146 -0.15 -0.47 -0.64 0.0817
H 15.52377 19.70735 9.42732 0.28 -0.43 -0.16 0.0724
H 17.76852 17.73982 8.84009 1.92 -0.42 -0.69 0.0882
H 16.12598 17.18794 8.82010 0.10 0.65 -0.46 0.1168
H 17.50188 17.21621 10.92214 0.31 -0.45 0.50 0.0560
C 13.01628 20.78972 15.95637 -2.60 -0.60 -2.18 -0.0815
C 13.64141 19.84243 16.87906 1.63 -0.03 0.86 -0.3036
O 15.06170 20.20014 16.92358 -0.09 -1.35 0.11 -0.1322
H 11.91786 20.93865 16.08707 0.58 -0.63 0.16 0.0830
H 13.13220 20.44653 14.89217 0.04 0.72 1.03 0.0748
H 13.38584 21.76179 16.08531 1.03 1.33 0.06 0.0588
H 13.54870 18.78791 16.61889 -0.18 0.05 -0.28 0.0949
H 13.27180 19.94019 17.88795 -0.42 0.13 0.41 0.0976
H 15.54717 19.33964 16.99684 -0.13 0.79 -0.04 0.0428
```
Positions in Å, forces in eV/Å.